{
  "formula": "C2H3HgO2",
  "method": "ωB97M-V/def2-TZVPD",
  "symbols": ["C", "C", "O", "O", "H", "H", "Hg", "H"],
  "coordinates": [[0.467, 0.534, 0.619], [-0.237, -0.166, -0.410], [-1.459, -0.447, -0.319], [1.770, 0.479, 0.662], [0.432, -0.763, -1.062], [2.102, 0.211, 1.530], [-3.009, -1.383, -1.329], [-0.066, 1.535, 0.308]],
  "e_above_lowest_ev": 0.454,
  "orbital_gap_ev": [9.9, 7.9],
  "charge": 1,
  "multiplicity": 3
}

=====

{
  "formula": "C21H48LuN10",
  "method": "ωB97M-V/def2-TZVPD",
  "symbols": ["Lu", "C", "N", "C", "C", "N", "C", "C", "N", "C", "C", "N", "C", "N", "C", "C", "N", "C", "C", "C", "C", "N", "C", "N", "C", "C", "N", "C", "C", "N", "C", "C", "H", "H", "H", "H", "H", "H", "H", "H", "H", "H", "H", "H", "H", "H", "H", "H", "H", "H", "H", "H", "H", "H", "H", "H", "H", "H", "H", "H", "H", "H", "H", "H", "H", "H", "H", "H", "H", "H", "H", "H", "H", "H", "H", "H", "H", "H", "H", "H"],
  "coordinates": [[-0.214, -0.576, -0.067], [2.368, 3.045, -1.556], [0.997, 2.620, -1.238], [0.434, 1.684, -2.177], [0.553, 2.642, 0.051], [-0.098, 1.566, 0.499], [-1.003, 1.576, 1.669], [-0.537, 0.574, 2.728], [-0.272, -0.803, 2.181], [1.051, -1.336, 2.644], [2.197, -0.820, 1.792], [1.940, -1.151, 0.376], [2.898, -1.709, -0.369], [2.508, -2.483, -1.418], [3.243, -2.531, -2.690], [1.150, -2.963, -1.485], [4.205, -1.564, -0.127], [5.192, -2.621, -0.401], [4.760, -0.312, 0.393], [-1.365, -1.779, 2.464], [-2.670, -1.402, 1.790], [-2.461, -1.042, 0.372], [-3.532, -0.899, -0.413], [-3.357, -0.899, -1.780], [-3.885, 0.239, -2.550], [-2.200, -1.520, -2.348], [-4.794, -0.769, 0.005], [-5.188, -0.060, 1.233], [-5.940, -1.220, -0.813], [0.791, 3.746, 0.768], [1.051, 3.734, 2.210], [0.906, 5.081, 0.155], [3.005, 2.165, -1.687], [2.384, 3.627, -2.475], [2.777, 3.649, -0.756], [0.684, 2.003, -3.188], [0.865, 0.665, -2.096], [-0.652, 1.648, -2.096], [-1.103, 2.551, 2.134], [-2.004, 1.308, 1.327], [0.393, 0.927, 3.168], [-1.274, 0.517, 3.529], [1.216, -1.080, 3.692], [1.016, -2.422, 2.571], [2.317, 0.258, 1.927], [3.107, -1.295, 2.160], [4.173, -1.981, -2.611], [3.465, -3.560, -2.972], [2.639, -2.077, -3.478], [0.784, -3.231, -0.492], [0.480, -2.231, -1.981], [1.087, -3.860, -2.098], [4.690, -3.549, -0.656], [5.863, -2.330, -1.210], [5.783, -2.779, 0.500], [4.012, 0.476, 0.361], [5.131, -0.425, 1.412], [5.593, -0.019, -0.246], [-1.023, -2.757, 2.121], [-1.540, -1.848, 3.540], [-3.340, -2.261, 1.877], [-3.123, -0.588, 2.351], [-4.801, 0.614, -2.108], [-3.159, 1.058, -2.584], [-4.102, -0.073, -3.569], [-2.032, -2.513, -1.934], [-2.335, -1.608, -3.425], [-1.266, -0.924, -2.260], [-4.497, 0.752, 1.445], [-6.163, 0.385, 1.047], [-5.277, -0.721, 2.094], [-5.604, -1.871, -1.611], [-6.617, -1.771, -0.163], [-6.476, -0.367, -1.228], [1.291, 2.732, 2.548], [1.920, 4.364, 2.399], [0.213, 4.135, 2.781], [0.516, 5.066, -0.858], [0.317, 5.773, 0.753], [1.941, 5.422, 0.151]],
  "orbital_gap_ev": 9.6,
  "charge": 3
}

=====

{
  "formula": "C8H27O5",
  "method": "ωB97M-V/def2-TZVPD",
  "symbols": ["O", "H", "H", "H", "C", "C", "O", "H", "H", "H", "H", "H", "H", "C", "C", "O", "H", "H", "H", "H", "H", "H", "C", "C", "O", "H", "H", "H", "H", "H", "H", "C", "C", "O", "H", "H", "H", "H", "H", "H"],
  "coordinates": [[0.597, -0.085, 0.695], [0.731, -0.536, -0.079], [0.180, -0.844, 1.318], [0.061, 0.719, 0.637], [-1.331, 1.228, -2.498], [-1.607, -0.234, -2.197], [-1.618, -0.447, -0.848], [-0.472, 1.629, -2.123], [-2.099, 2.045, -2.266], [-0.947, 1.361, -3.529], [-0.723, -0.847, -2.422], [-2.640, -0.612, -2.573], [-2.316, -0.815, -0.799], [0.593, -3.407, 1.219], [0.060, -3.004, 2.514], [-0.719, -1.807, 2.385], [0.964, -4.446, 1.458], [1.405, -2.778, 0.966], [-0.221, -3.404, 0.414], [0.970, -2.776, 3.269], [-0.472, -3.894, 3.013], [-1.220, -1.779, 3.169], [2.865, 1.327, -1.257], [2.899, 0.020, -2.065], [2.070, -0.995, -1.521], [3.478, 1.273, -0.348], [1.832, 1.603, -0.987], [3.345, 2.050, -1.717], [3.923, -0.431, -2.367], [2.294, 0.177, -3.023], [2.166, -1.795, -1.948], [-2.097, 1.663, 1.946], [-1.458, 2.885, 1.352], [-0.291, 2.492, 0.609], [-2.236, 0.931, 1.161], [-2.958, 1.829, 2.520], [-1.400, 1.240, 2.609], [-1.196, 3.574, 2.150], [-2.269, 3.474, 0.828], [-0.146, 3.415, 0.333]],
  "e_above_lowest_ev": 4.724,
  "orbital_gap_ev": 11.2,
  "charge": 1
}

=====

{
  "formula": "CH3Cl2N3",
  "method": "ωB97M-V/def2-TZVPD",
  "symbols": ["H", "N", "C", "N", "N", "Cl", "Cl", "H", "H"],
  "coordinates": [[-0.050, 2.011, -0.449], [-0.782, 1.362, -0.188], [-0.394, 0.223, 0.028], [-1.063, -0.776, 0.654], [1.180, -0.091, -0.665], [2.196, 1.036, 0.212], [1.705, -1.762, -0.320], [-2.057, -0.432, 0.503], [-0.736, -1.571, 0.225]],
  "e_above_lowest_ev": 1.007,
  "smiles": "[H]/N=C(/N)N(Cl)Cl",
  "orbital_gap_ev": 9.7
}

=====

{
  "formula": "C10H12ClNO",
  "method": "ωB97M-V/def2-TZVPD",
  "symbols": ["C", "O", "C", "C", "C", "C", "C", "C", "C", "C", "Cl", "C", "N", "H", "H", "H", "H", "H", "H", "H", "H", "H", "H", "H", "H"],
  "coordinates": [[-2.645, 1.696, 0.511], [-2.210, 0.545, -0.186], [-1.176, 0.585, -1.132], [-0.053, -0.361, -0.641], [1.141, -0.475, -1.539], [2.239, -0.628, -0.805], [1.751, -0.925, 0.652], [0.629, 0.160, 0.634], [0.979, -2.294, 0.554], [-0.329, -2.018, -0.193], [-1.847, -2.101, 0.817], [-0.539, -2.764, -1.356], [-0.653, -3.274, -2.380], [-1.966, 1.771, 1.358], [-3.639, 1.632, 0.894], [-2.468, 2.512, -0.059], [-1.412, 0.122, -2.098], [-0.856, 1.578, -1.349], [1.211, -0.415, -2.656], [3.233, -0.750, -0.965], [2.593, -1.003, 1.261], [0.027, 0.078, 1.435], [1.050, 1.067, 0.600], [1.537, -2.973, 0.048], [0.729, -2.898, 1.530]],
  "e_above_lowest_ev": 4.720,
  "smiles": "COC[C@@]12C=C[C@@H](C1)C[C@]2(Cl)C#N",
  "orbital_gap_ev": 10.2
}

=====

{
  "formula": "C2H6O2",
  "method": "ωB97M-V/def2-TZVPD",
  "symbols": ["C", "O", "C", "O", "H", "H", "H", "H", "H", "H"],
  "coordinates": [[1.557, 0.309, 0.120], [0.566, -0.490, -0.429], [-0.672, -0.522, 0.276], [-1.529, 0.463, -0.173], [1.986, 0.104, 1.170], [2.421, 0.456, -0.561], [1.106, 1.273, 0.136], [-0.651, -0.451, 1.375], [-1.238, -1.305, 0.103], [-1.227, 1.417, 0.223]],
  "e_above_lowest_ev": 1.837,
  "smiles": "COCO",
  "orbital_gap_ev": 11.1
}

=====

{
  "formula": "C3H10AgN2O3",
  "method": "ωB97M-V/def2-TZVPD",
  "symbols": ["Ag", "C", "O", "H", "H", "H", "C", "O", "H", "H", "H", "C", "O", "N", "N", "H", "H", "H", "H"],
  "coordinates": [[-13.303, 2.143, -20.320], [-15.599, 4.067, -18.514], [-15.146, 2.683, -18.727], [-16.680, 4.207, -18.497], [-15.271, 4.546, -17.592], [-15.270, 4.730, -19.314], [-14.677, -0.945, -20.112], [-14.602, 0.180, -20.924], [-14.368, -0.864, -19.070], [-15.751, -1.131, -20.131], [-14.109, -1.758, -20.564], [-11.764, 1.528, -17.465], [-11.742, 2.045, -18.526], [-12.829, 1.466, -16.689], [-10.867, 0.805, -16.917], [-13.728, 1.768, -17.036], [-12.883, 0.877, -15.870], [-10.035, 0.614, -17.457], [-11.124, 0.310, -16.075]],
  "e_above_lowest_ev": 0.171,
  "orbital_gap_ev": 5.9,
  "charge": -1
}

=====

{
  "formula": "C51H55N5O3P2ReSi2",
  "method": "ωB97M-V/def2-TZVPD",
  "symbols": ["Re", "C", "Si", "C", "C", "N", "P", "C", "P", "N", "Si", "C", "C", "C", "C", "C", "C", "C", "C", "C", "C", "C", "C", "C", "C", "C", "C", "C", "C", "C", "C", "C", "C", "C", "C", "C", "C", "C", "H", "H", "H", "H", "H", "H", "H", "H", "H", "H", "H", "H", "H", "H", "H", "H", "H", "H", "H", "H", "H", "H", "H", "H", "H", "H", "H", "H", "H", "H", "H", "H", "H", "H", "H", "H", "H", "H", "C", "N", "C", "N", "O", "H", "H", "H", "H", "H", "H", "O", "C", "N", "C", "O", "C", "C", "C", "C", "C", "C", "H", "H", "H", "H", "C", "C", "C", "C", "C", "C", "C", "C", "C", "C", "H", "H", "H", "H", "H", "H", "H"],
  "coordinates": [[-0.598, -0.403, -1.097], [3.316, -3.248, -1.843], [3.513, -1.525, -1.130], [3.952, -0.361, -2.529], [5.056, -1.771, -0.059], [2.087, -0.881, -0.413], [1.464, -0.834, 1.040], [-0.040, 0.047, 0.876], [-0.587, 1.329, 1.827], [-1.177, 2.589, 0.858], [-0.151, 3.867, 0.140], [-1.095, 4.835, -1.144], [1.398, 3.165, -0.643], [0.189, 5.147, 1.481], [0.593, 1.937, 3.062], [1.788, 2.540, 2.674], [2.671, 3.030, 3.620], [2.392, 2.888, 4.971], [1.238, 2.232, 5.373], [0.345, 1.753, 4.426], [-2.100, 1.042, 2.836], [-2.743, 2.143, 3.411], [-3.911, 1.974, 4.134], [-4.459, 0.702, 4.282], [-3.829, -0.391, 3.714], [-2.649, -0.220, 2.997], [1.160, -2.493, 1.748], [2.265, -3.292, 2.063], [2.094, -4.551, 2.612], [0.812, -5.031, 2.856], [-0.287, -4.259, 2.526], [-0.111, -2.999, 1.966], [2.652, -0.135, 2.248], [2.654, -0.482, 3.598], [3.656, -0.022, 4.440], [4.666, 0.792, 3.942], [4.656, 1.169, 2.607], [3.649, 0.710, 1.768], [4.295, -3.730, -1.926], [2.881, -3.228, -2.842], [2.686, -3.874, -1.203], [4.720, -0.798, -3.178], [4.332, 0.596, -2.157], [3.062, -0.163, -3.133], [5.938, -1.670, -0.702], [5.070, -2.789, 0.344], [5.175, -1.083, 0.769], [-1.201, 4.305, -2.094], [-0.519, 5.749, -1.332], [-2.085, 5.127, -0.796], [1.597, 2.147, -0.295], [2.280, 3.780, -0.439], [1.265, 3.117, -1.727], [-0.157, 4.835, 2.467], [-0.338, 6.069, 1.219], [1.253, 5.390, 1.565], [2.030, 2.624, 1.622], [3.588, 3.512, 3.303], [3.087, 3.270, 5.709], [1.030, 2.091, 6.426], [-0.549, 1.246, 4.754], [-2.321, 3.134, 3.281], [-4.400, 2.831, 4.581], [-5.378, 0.571, 4.841], [-4.256, -1.381, 3.822], [-2.148, -1.067, 2.559], [3.265, -2.913, 1.884], [2.957, -5.160, 2.852], [0.675, -6.019, 3.280], [-1.287, -4.646, 2.679], [-0.959, -2.417, 1.651], [1.878, -1.130, 3.990], [3.656, -0.306, 5.486], [5.456, 1.137, 4.599], [5.438, 1.809, 2.216], [3.636, 0.985, 0.719], [-4.766, -0.617, -1.344], [-4.565, -0.587, -2.782], [-3.412, -0.989, -3.364], [-3.399, -1.004, -4.735], [-2.434, -1.372, -2.718], [-5.483, -1.389, -1.061], [-5.114, 0.352, -0.988], [-3.812, -0.837, -0.876], [-5.336, -0.328, -3.370], [-4.019, -0.379, -5.224], [-2.471, -1.065, -5.121], [-1.186, -4.441, -0.538], [-0.648, -3.891, -1.465], [-0.347, -2.536, -1.578], [0.140, -2.290, -2.810], [0.399, -1.125, -3.169], [0.204, -3.543, -3.612], [0.661, -3.810, -4.883], [0.655, -5.142, -5.294], [0.197, -6.149, -4.447], [-0.273, -5.857, -3.167], [-0.258, -4.539, -2.773], [1.030, -3.021, -5.527], [1.022, -5.402, -6.278], [0.212, -7.177, -4.789], [-0.635, -6.633, -2.505], [-2.905, 2.777, -5.060], [-1.722, 2.052, -4.947], [-1.307, 1.585, -3.712], [-2.051, 1.827, -2.544], [-1.629, 1.287, -1.250], [-2.226, 1.936, -0.022], [-3.402, 2.839, -0.242], [-3.902, 3.075, -1.450], [-3.210, 2.626, -2.662], [-3.632, 3.066, -3.914], [-3.237, 3.142, -6.024], [-1.121, 1.855, -5.827], [-0.381, 1.028, -3.635], [-2.645, 1.117, 0.571], [-3.853, 3.255, 0.655], [-4.785, 3.695, -1.572], [-4.532, 3.669, -3.978]],
  "orbital_gap_ev": [6.4, 7.2],
  "multiplicity": 4
}